Below is a 2-piece molecular cluster, C4H11N2O2 overall at a distorted geometry, with properties calculated with ωB97M-V with the def2-TZVPD basis set.

Summary:
Multiplicity   2
Relative energy (zero: lowest compared OMol25 entry of this formula, charge and spin)   128.3 kJ/mol
HOMO-LUMO gap (alpha / beta)   11.61 / 5.99 eV
LUMO level (alpha / beta)   -8.33 / -13.95 eV
Net charge   +2

Element x y z (Å)
C (-2.068, 0.508, 1.350)
C (-0.574, 0.755, 1.455)
C (1.028, 1.859, -0.076)
N (-0.151, 1.699, 0.384)
H (-2.622, 1.436, 1.195)
H (-2.333, -0.210, 0.576)
H (-2.469, 0.098, 2.277)
H (-0.331, 1.241, 2.400)
H (0.007, -0.151, 1.310)
H (1.166, 2.719, -0.722)
H (1.812, 1.229, 0.321)
H (-0.848, 2.388, 0.103)
N (0.832, -2.606, -2.009)
C (0.798, -1.450, -1.302)
O (1.942, -0.955, -0.857)
O (-0.265, -0.824, -1.124)
H (-0.081, -2.986, -2.282)
H (1.485, -3.325, -1.704)
H (2.673, -1.427, -1.295)

=====

Below is an isolated ion of composition C4H11N2OS and charge +1, with properties calculated with ωB97M-V with the def2-TZVPD basis set.

Summary:
Relative energy (zero: lowest compared OMol25 entry of this formula, charge and spin)   48.2 kJ/mol
HOMO-LUMO gap   9.04 eV
LUMO level   -3.44 eV
Net charge   +1
Structure (SMILES)   [NH3+]CC(=O)NCCS

Element x y z (Å)
N (2.049, -1.852, 0.253)
C (0.980, -1.011, -0.324)
C (-0.102, -1.003, 0.764)
O (0.162, -1.635, 1.783)
N (-1.215, -0.322, 0.530)
C (-1.504, 0.528, -0.635)
C (-0.827, 1.897, -0.618)
S (-0.661, 2.507, 1.083)
H (2.858, -1.305, 0.550)
H (1.600, -2.211, 1.144)
H (2.414, -2.599, -0.333)
H (1.347, -0.053, -0.665)
H (0.569, -1.493, -1.195)
H (-1.941, -0.336, 1.233)
H (-1.236, 0.019, -1.558)
H (-2.581, 0.639, -0.633)
H (0.171, 1.853, -1.043)
H (-1.442, 2.563, -1.202)
H (-0.640, 3.814, 0.868)